Record 1
The molecule C2H5N3O. Source: the OMol25 dataset; level of theory: the ωB97M-V functional and the def2-TZVPD basis.

Structure (XYZ):
```
11
C2H5N3O, DFT the ωB97M-V functional and the def2-TZVPD basis
C -1.334 0.631 -1.096
N -0.382 1.243 -0.191
N -0.177 0.605 0.977
C 0.771 -0.195 0.555
N 1.388 -1.190 1.236
O 1.108 0.128 -0.670
H -1.116 0.953 -2.113
H -2.297 1.074 -0.803
H -1.393 -0.457 -1.013
H 1.121 -1.342 2.195
H 2.310 -1.450 0.924
```

Output
Frontier orbital gap = 8.091 eV
HOMO energy = -8.826 eV
LUMO = -0.02700 hartree
SMILES string = C/N=N\C(N)=O
Spin multiplicity = 1

Record 2
The molecule C4H6S2. Source: the OMol25 dataset; level of theory: the ωB97M-V functional and the def2-TZVPD basis.

Structure (XYZ):
```
12
C4H6S2, DFT the ωB97M-V functional and the def2-TZVPD basis
C -1.367 1.436 -0.220
C -0.827 -0.080 -0.172
S -1.798 -1.298 -0.588
C 0.646 -0.159 0.303
C 1.656 -1.476 0.197
S 2.045 0.022 -0.837
H -1.346 1.580 0.813
H -0.864 2.049 -1.121
H -2.470 1.113 -0.221
H 0.647 0.609 1.155
H 1.364 -2.307 -0.504
H 2.313 -1.489 1.195
```

Output
Frontier orbital gap = 8.274 eV
HOMO energy = -8.579 eV
LUMO = -0.01121 hartree
SMILES string = CC(=S)[C@H]1CS1
Spin multiplicity = 1

These records have energy above the lowest of the compared OMol25 structures with the same formula, charge and spin values of 4.5253; 2.7960 eV, in the order they appear.